1.
73
Properties=species:S:1:pos:R:3:forces:R:3 method="wB97M-V/def2-TZVPD" homo_ev=-9.006 charge=0 gap_ev=9.3 lumo_ev=0.28
Cl -19.548 -8.383 -11.107 0.2 0.2 0.0
C -19.273 -6.798 -11.861 1.3 -0.3 -0.2
Cl -20.224 -5.572 -11.141 -0.6 1.0 1.2
Cl -19.759 -6.836 -13.544 0.3 -0.4 -0.8
H -18.189 -6.517 -11.767 -1.1 -0.6 0.0
Cl -12.837 -5.188 -16.547 0.2 0.1 0.1
C -11.121 -4.900 -16.235 0.2 0.1 -0.2
Cl -10.282 -6.409 -15.897 -0.1 0.0 0.2
Cl -10.851 -3.691 -14.976 -0.2 -0.1 0.4
H -10.646 -4.444 -17.089 -0.3 -0.2 -0.4
Cl -16.153 -7.481 -15.876 -0.4 0.5 1.0
C -15.610 -8.506 -17.129 0.4 -1.1 -1.5
Cl -14.021 -9.230 -16.797 -0.3 0.0 0.2
Cl -15.515 -7.596 -18.655 0.0 0.1 -0.1
H -16.315 -9.325 -17.346 0.3 0.5 0.5
Cl -9.520 -7.125 -6.448 0.5 -0.1 0.0
C -10.840 -6.002 -6.266 -1.2 -1.3 -0.4
Cl -11.830 -6.492 -4.859 0.3 0.6 -0.4
Cl -11.857 -6.066 -7.755 0.4 0.2 0.6
H -10.447 -5.016 -6.184 0.0 0.6 0.3
Cl -10.699 -6.661 -11.432 0.5 0.0 0.2
C -9.514 -5.456 -11.959 0.0 0.1 0.0
Cl -7.835 -5.797 -11.525 -0.3 -0.4 0.0
Cl -9.924 -3.869 -11.327 -0.3 0.3 0.1
H -9.584 -5.410 -13.036 0.1 0.0 -0.1
C -17.613 -7.023 -7.334 2.6 0.0 -0.3
N -17.334 -5.663 -6.888 1.3 0.3 0.9
C -16.166 -5.270 -6.294 1.5 -2.5 -0.7
C -15.882 -3.775 -6.334 -0.3 -1.4 1.5
O -15.368 -6.126 -5.876 -0.8 1.3 -0.3
H -18.407 -6.979 -8.018 -1.5 -0.1 -0.5
H -17.745 -7.714 -6.493 -0.2 0.2 -0.3
H -16.754 -7.383 -8.016 -1.0 0.5 1.3
H -17.878 -4.865 -7.082 -1.3 0.2 -0.8
H -14.907 -3.571 -5.880 -0.3 0.0 -0.3
H -16.675 -3.434 -5.690 -0.2 1.0 0.4
H -16.028 -3.381 -7.311 0.1 0.4 -0.8
C -12.842 -8.193 -13.565 0.4 -0.2 0.9
N -12.312 -9.325 -12.766 0.2 -0.3 1.4
C -11.432 -10.227 -13.302 -0.1 1.2 -1.6
C -10.804 -11.206 -12.363 -0.2 -1.0 0.2
O -11.129 -10.151 -14.499 0.0 -0.4 0.8
H -13.899 -8.418 -13.650 -0.4 0.5 -0.4
H -12.369 -8.222 -14.582 -0.4 0.2 1.2
H -12.708 -7.215 -12.979 -0.1 -1.4 -1.2
H -12.608 -9.432 -11.748 0.6 0.6 -1.8
H -10.759 -12.259 -12.707 0.1 0.8 -0.4
H -11.412 -11.267 -11.484 -0.2 0.1 0.9
H -9.799 -10.891 -12.083 -0.1 0.1 -0.1
C -14.383 -9.156 -7.467 -1.7 1.8 -2.6
N -15.185 -9.536 -8.733 2.4 1.0 1.1
C -14.612 -9.244 -9.929 -1.3 -0.7 1.1
C -15.409 -9.554 -11.119 0.4 -2.0 -2.1
O -13.482 -8.822 -10.000 1.6 0.7 -0.4
H -13.743 -8.259 -7.784 -0.7 -1.6 0.7
H -13.818 -10.035 -7.204 0.1 0.1 0.7
H -15.187 -8.743 -6.817 1.1 -0.7 0.3
H -16.147 -9.739 -8.626 -0.7 -0.2 -0.2
H -15.791 -8.728 -11.653 -0.5 1.4 -0.1
H -16.223 -10.247 -10.949 -0.2 0.0 0.3
H -14.763 -10.045 -11.911 -0.4 0.4 1.1
C -14.051 -4.716 -12.425 1.1 1.0 -0.1
N -15.161 -5.418 -11.884 -1.2 -1.0 0.8
C -15.394 -5.696 -10.581 0.2 -0.8 0.3
C -14.414 -5.144 -9.605 -0.8 1.7 1.1
O -16.348 -6.393 -10.182 0.7 1.0 -1.1
H -14.299 -3.608 -12.477 0.9 -1.1 0.2
H -13.787 -5.045 -13.436 -0.5 0.0 0.0
H -13.134 -5.012 -11.842 -0.9 1.0 -0.4
H -15.927 -5.727 -12.439 -0.2 -0.1 -0.9
H -13.362 -5.170 -9.780 0.7 -0.8 -0.6
H -14.664 -5.577 -8.647 0.2 -0.1 0.3
H -14.543 -4.031 -9.506 -0.4 -0.8 -0.1



2.
7
Properties=species:S:1:pos:R:3:forces:R:3 method="wB97M-V/def2-TZVPD" homo_ev=-10.846 charge=0 gap_ev=11.0 lumo_ev=0.10
O -0.907 -1.468 -0.140 1.4 4.5 -2.7
Si 0.167 -0.053 -0.330 0.7 0.4 1.1
O 0.741 1.617 0.427 -0.6 -4.3 -1.4
H -0.912 -1.896 0.651 0.1 -2.2 3.5
H -0.726 0.476 -1.355 0.5 0.1 -0.6
H 1.571 -0.694 -0.193 -1.2 0.6 -0.6
H 0.065 2.018 0.940 -1.0 0.8 0.6



3.
14
Properties=species:S:1:pos:R:3:forces:R:3 method="wB97M-V/def2-TZVPD" homo_ev=-14.280 charge=+1 gap_ev=9.7 lumo_ev=-4.53
C -1.532 -0.750 0.106 -0.4 -1.5 0.2
N -1.183 0.632 -0.078 0.2 0.9 -0.1
C -0.035 1.202 -0.028 -0.5 0.8 -0.1
C 1.298 0.608 0.133 0.3 -0.3 0.1
N 1.284 -0.807 -0.080 0.7 -0.6 0.0
H -2.296 -0.816 0.882 0.1 0.1 0.0
H -1.967 -1.145 -0.815 0.0 0.1 0.0
H -0.653 -1.334 0.379 -0.4 0.2 0.0
H -1.997 1.228 -0.232 0.3 0.1 0.0
H -0.037 2.283 -0.134 -0.2 0.0 0.0
H 1.990 1.178 -0.513 -0.2 0.0 0.1
H 1.620 0.836 1.163 -0.1 0.1 -0.2
H 2.088 -1.268 0.328 0.0 0.1 0.0
H 1.267 -1.038 -1.065 0.1 0.0 -0.1



4.
15
Properties=species:S:1:pos:R:3:forces:R:3 method="wB97M-V/def2-TZVPD" homo_ev=1.728 charge=-2 gap_ev=5.5 lumo_ev=7.18
C -2.006 -0.576 -0.797 2.9 1.6 3.4
C 0.129 -0.187 -0.485 -2.3 -2.7 -0.7
C 0.099 0.130 0.954 0.6 -2.3 -0.6
C 0.189 1.023 -1.293 1.2 0.9 0.6
O -2.686 -1.526 0.148 -0.6 1.3 -0.1
O -3.183 0.846 1.302 -0.1 0.2 0.0
O -4.796 0.066 -0.574 1.4 -0.1 0.3
P -3.397 0.058 0.050 -0.7 -1.4 0.2
H -2.121 -0.856 -1.758 -0.2 -1.1 -3.4
H -0.644 -0.518 1.365 -0.8 0.1 0.9
H 1.013 -0.093 1.464 1.1 -0.3 0.4
H -0.032 1.147 0.983 -1.1 2.9 1.2
H -0.269 1.855 -0.716 -0.2 0.5 -0.6
H -0.317 0.783 -2.180 -0.6 0.4 -1.7
H 1.248 1.310 -1.516 -0.5 0.0 0.0



5.
34
Properties=species:S:1:pos:R:3:forces:R:3 method="wB97M-V/def2-TZVPD" homo_ev=-8.797 charge=0 gap_ev=9.6 lumo_ev=0.78
C 0.554 -0.975 -3.239 -0.2 -0.2 0.6
C 1.286 -0.391 -1.980 -1.6 0.2 -1.6
C 0.616 0.898 -1.488 0.3 0.0 2.0
C 0.775 1.227 -0.103 -0.7 -0.1 -2.2
C 0.117 2.340 0.433 1.6 -1.2 -0.2
C -0.517 3.218 -0.439 -2.1 0.0 1.2
O -1.283 4.260 0.132 0.4 -0.4 -0.2
C -0.806 2.869 -1.741 1.2 -0.3 -0.1
C -0.206 1.724 -2.228 0.5 -0.5 -1.3
H -0.323 -1.591 -2.939 0.5 0.4 -0.2
H 1.212 -1.596 -3.845 0.1 -0.1 0.2
H 0.189 -0.192 -3.894 0.0 0.0 -0.1
H 1.174 -1.176 -1.216 0.8 0.5 0.0
H 2.299 -0.155 -2.319 0.2 -0.3 0.6
H 1.380 0.497 0.405 -0.1 0.2 0.9
H 0.136 2.389 1.520 -0.1 0.8 -0.3
H -2.128 3.813 0.244 -0.3 0.5 0.2
H -1.437 3.432 -2.409 -0.1 0.4 0.3
H -0.321 1.501 -3.285 -0.3 0.0 0.2
C 0.783 -0.946 3.534 1.1 -0.1 -0.1
C 0.198 -1.600 2.279 2.2 -0.4 1.1
C 1.009 -2.642 1.736 0.3 2.4 0.4
C 0.592 -3.384 0.676 -1.5 0.0 0.1
C -0.749 -3.151 0.212 0.9 -1.4 -0.5
C -1.513 -2.121 0.685 0.4 0.4 0.6
C -1.011 -1.340 1.755 -1.8 -0.5 -1.3
H 0.107 -1.136 4.353 0.0 0.0 0.5
H 1.065 0.108 3.551 -0.9 0.3 -0.6
H 1.810 -1.342 3.768 -1.2 -0.4 -0.1
H 2.015 -2.523 2.150 -0.1 -1.2 -0.4
H 1.221 -4.178 0.306 -0.1 -0.1 -0.3
H -1.178 -3.889 -0.472 0.2 0.5 -0.1
H -2.503 -1.885 0.289 0.3 -0.3 0.1
H -1.723 -0.638 2.128 0.1 0.8 0.5



6.
10
Properties=species:S:1:pos:R:3:forces:R:3 method="wB97M-V/def2-TZVPD" homo_ev=-9.105 charge=0 gap_ev=9.3 lumo_ev=0.15
C 0.602 -1.106 1.254 -1.2 -0.3 2.1
C 1.518 -0.565 0.521 0.6 -0.2 -2.1
P 2.407 -0.089 -0.829 -1.5 0.4 1.4
H 0.529 -1.003 2.374 0.3 0.1 -1.2
H -0.280 -1.636 0.831 1.0 0.2 0.0
H 1.381 0.944 -1.011 1.0 -0.3 -0.1
C -1.693 0.337 -0.994 -1.5 -2.1 -1.1
C -1.251 1.392 -0.692 0.5 1.8 1.6
H -2.239 -0.543 -1.338 0.7 0.7 0.3
H -0.975 2.269 -0.117 0.1 -0.4 -0.8